Below is a 2-piece molecular cluster, C4H9NO2 overall, with properties calculated with ωB97M-V/def2-TZVPD.

Geometry (Å):
C  2.5447  -0.1144  -1.4023
C  1.1676  -0.1135  -0.8080
N  0.4020  -1.1069  -0.5999
C  -1.8039  1.2984  0.2351
O  -0.7891  1.7424  0.7165
O  -2.5050  0.2752  0.7046
C  -1.8755  -0.4382  1.7794
H  2.8674  -1.1141  -1.7109
H  2.5879  0.5593  -2.2658
H  3.2490  0.2758  -0.6584
H  0.7921  0.8636  -0.4950
H  -2.2851  1.6997  -0.6683
H  0.8454  -1.9753  -0.9153
H  -2.6153  -1.1569  2.1313
H  -0.9934  -0.9431  1.3775
H  -1.5887  0.2478  2.5796

Output
ΔE to the lowest compared entry with this formula, charge and spin = 1.748 eV
E_tot = -363.02128 a.u.
LUMO level = 1.0 eV
charge = 0
HOMO level = -0.3684 hartree

Atom-resolved charges from Mulliken, all expressed in e: C -1.0646; C 0.2446; N -0.5481; C 0.2030; O -0.5418; O -0.2704; C -0.5007; H 0.3245; H 0.2751; H 0.2620; H 0.3327; H 0.3701; H 0.2051; H 0.2321; H 0.1981; H 0.2782